No. 1
A structure of composition C49H46CrN5O4PS2Si, computed with ωB97M-V/def2-TZVPD.

The geometry in ORCA input format:
```
! RIJCOSX wB97M-V def2-TZVPD def2/J DEFGRID3
* xyz -2 5
Cr 0.63356 0.14472 -0.46442
N -1.31964 2.44310 0.46690
P -0.92715 0.94682 1.33478
C -2.62710 0.40885 1.68404
C -3.54387 1.16548 2.40656
C -4.86486 0.75202 2.50412
C -5.27192 -0.41964 1.87963
C -4.35998 -1.17828 1.15887
C -3.03905 -0.76626 1.06153
C -0.28575 1.82831 2.79994
C -0.71915 1.56947 4.09672
C -0.16466 2.26839 5.16320
C 0.83463 3.20737 4.94543
C 1.28678 3.44743 3.65375
C 0.72842 2.76249 2.58283
C -1.36084 2.52167 -0.89050
C -1.89814 3.64020 -1.56147
C -1.90668 3.63826 -2.93292
C -1.40897 2.54159 -3.64057
C -0.90317 1.49301 -2.90125
N -0.87782 1.48273 -1.57011
H -1.67769 3.23561 0.97135
H -3.22438 2.07525 2.90344
H -5.57353 1.33567 3.08150
H -6.30164 -0.74970 1.96308
H -4.67305 -2.08861 0.65916
H -2.31331 -1.34719 0.50296
H -1.46687 0.80354 4.27760
H -0.50346 2.05491 6.17143
H 1.27727 3.73644 5.78248
H 2.09138 4.15150 3.47563
H 1.10334 2.92770 1.57798
H -2.28146 4.47758 -0.99170
H -2.30716 4.49450 -3.46526
H -1.40704 2.50249 -4.72116
H -0.48981 0.60355 -3.36797
N 6.17868 0.04194 7.90754
C 5.60968 0.03421 6.90685
C 4.90641 0.03192 5.65316
C 5.60824 0.21902 4.46165
C 4.93123 0.22825 3.25815
C 3.53834 0.05622 3.21002
C 2.84931 -0.14442 4.41838
C 3.52184 -0.15516 5.62310
C 2.81755 0.08649 1.98806
C 2.07846 0.08057 1.01359
H 6.68104 0.35777 4.48812
H 5.46514 0.37470 2.32837
H 1.77921 -0.30565 4.38117
H 2.97915 -0.31292 6.54567
C 4.69722 -0.73152 -4.13573
N 3.88132 0.24196 -3.43982
C 4.00492 1.57620 -3.70593
C 3.25659 2.49029 -3.07913
C 2.27717 2.04171 -2.08355
O 1.62060 2.85668 -1.43076
N 2.11094 0.68792 -1.92456
C 2.92590 -0.22737 -2.50519
O 2.88448 -1.43405 -2.28348
H 5.67294 -0.29633 -4.35509
H 4.23146 -1.05523 -5.07253
H 4.81604 -1.60328 -3.50051
H 4.75404 1.83683 -4.44489
H 3.36006 3.54829 -3.26764
C -2.79385 -4.39612 3.91674
O -1.73633 -3.64975 3.33082
C -1.54577 -2.34320 3.67463
S -2.53952 -1.63220 4.83903
S -0.26666 -1.63728 2.82551
H -2.72613 -5.38567 3.46349
H -3.76259 -3.94268 3.70170
H -2.68453 -4.46058 4.99994
C -1.06698 -4.37619 -0.12231
C -0.62852 -4.19818 -1.58200
C -1.11059 -5.36512 -2.44555
C 0.90827 -4.17590 -1.62090
Si -1.18408 -2.48547 -2.18033
O -0.44979 -1.32950 -1.39746
C -3.09182 -2.30643 -2.09776
C -4.03584 -3.30878 -1.86543
C -5.40482 -3.05079 -1.88573
C -5.86863 -1.76728 -2.13104
C -4.95201 -0.74564 -2.35236
C -3.59212 -1.01856 -2.33729
C -0.84499 -2.38270 -4.05308
C -1.76363 -2.79939 -5.02155
C -1.48013 -2.71101 -6.37975
C -0.25904 -2.19945 -6.80356
C 0.67133 -1.78357 -5.85906
C 0.37793 -1.87476 -4.50308
H -0.66360 -5.31775 0.27709
H -2.15598 -4.41134 -0.00543
H -0.69583 -3.56923 0.51611
H -0.72687 -6.31059 -2.03513
H -0.74134 -5.27861 -3.47286
H -2.20000 -5.45159 -2.49619
H 1.29913 -5.12227 -1.22052
H 1.31584 -3.35390 -1.02870
H 1.29068 -4.06015 -2.64121
H -3.70937 -4.32027 -1.65070
H -6.10618 -3.85654 -1.69590
H -6.93304 -1.55861 -2.13463
H -5.29587 0.26846 -2.52372
H -2.89329 -0.20252 -2.49295
H -2.73027 -3.18709 -4.70947
H -2.21451 -3.03533 -7.10890
H -0.03409 -2.12512 -7.86226
H 1.63092 -1.38678 -6.17691
H 1.11675 -1.57230 -3.76685
*
```

Summary:
- Relative energy (zero: lowest compared OMol25 entry of this formula, charge and spin): 0.00 kcal per mole
- Expectation value of S²: 6.024
- Total energy: -134464.7009 eV
- Largest force on an atom: 0.579 eV/A

Here are the Löwdin charges for atoms 1 to 99, given in e: 0.482 -0.079 1.001 -0.362 -0.105 -0.103 -0.095 -0.070 -0.101 -0.355 -0.117 -0.092 -0.112 -0.092 -0.099 -0.378 -0.021 -0.092 -0.074 -0.141 0.040 0.103 0.100 0.092 0.093 0.095 0.081 0.031 0.098 0.090 0.096 0.101 0.101 0.096 0.093 0.107 0.109 -0.215 -0.263 -0.055 -0.034 -0.240 -0.016 -0.030 -0.147 -0.096 0.105 0.110 0.079 0.114 -0.043 -0.064 -0.092 -0.004 -0.513 -0.003 0.083 -0.513 0.019 0.079 0.081 0.084 0.113 0.096 -0.164 -0.281 -1.301 0.517 0.629 0.080 0.063 0.059 -0.091 -0.596 -0.102 -0.094 0.425 -0.375 -0.200 -0.107 -0.118 -0.120 -0.092 -0.086 -0.192 -0.096 -0.113 -0.122 -0.095 -0.084 0.081 0.065 0.051 0.074 0.071 0.055 0.079 0.076 0.074

=====

No. 2
A structure of composition F4InN2O8S4 at a distorted geometry, computed with ωB97M-V/def2-TZVPD.

The geometry in ORCA input format:
```
! RIJCOSX wB97M-V def2-TZVPD def2/J DEFGRID3
* xyz 1 1
In 0.56110 -0.17098 0.96473
N 0.40786 -2.71292 -0.44254
S 0.58584 -2.91473 -1.98127
O -0.42514 -3.58213 -2.72985
O 1.91879 -3.17410 -2.39301
F 0.15775 -1.40963 -2.29165
S 0.39804 -4.30058 0.05329
O 1.68932 -4.84480 0.24890
O -0.75923 -5.05878 -0.22740
F 0.07393 -3.81289 1.52560
N -0.11792 2.63382 0.63415
S -1.72227 3.18287 0.78062
O -2.31795 3.26382 -0.50139
O -1.99675 4.10278 1.80228
F -2.26068 1.78579 1.27374
S 0.60444 4.04677 0.80471
O 0.77626 4.42436 2.16866
O 0.36307 5.01254 -0.19855
F 2.06352 3.52879 0.50898
*
```

Summary:
- Relative energy (zero: lowest compared OMol25 entry of this formula, charge and spin): 32.68 kcal per mole
- Total energy: -78725.8303 eV
- Largest force on an atom: 6.402 eV/A

Löwdin charges in e: 1.172 -0.251 0.463 -0.115 -0.112 -0.182 0.530 -0.143 -0.132 -0.187 -0.214 0.519 -0.133 -0.145 -0.173 0.470 -0.121 -0.105 -0.142

=====

No. 3
A structure of composition C29H33N7OSe2Ti at a distorted geometry, computed with ωB97M-V/def2-TZVPD.

The geometry in ORCA input format:
```
! RIJCOSX wB97M-V def2-TZVPD def2/J DEFGRID3
* xyz 0 3
Ti -1.67337 0.37832 -1.20133
N -0.76633 -2.32751 2.23784
C -1.17962 -1.93383 1.03191
N -1.68847 -0.73258 0.77745
C -1.61943 0.19264 1.81152
N -1.68315 1.48017 1.60229
N -1.75226 1.71935 0.25726
C -1.71637 3.00435 -0.14083
C -1.60150 3.22570 -1.58424
C -1.19325 4.39043 -2.26067
C -1.20692 4.41019 -3.63961
C -1.76887 3.31380 -4.37164
C -2.18094 2.23111 -3.64286
N -1.89007 2.10957 -2.33048
C -1.26656 -0.19786 3.22012
C -1.45974 0.60734 4.38145
C -1.42403 0.07069 5.64567
C -0.83762 -1.20060 5.79187
C -0.56674 -1.96901 4.69429
C -0.85053 -1.50066 3.40422
H -0.26021 -3.19416 2.37766
H -1.14941 -2.69470 0.24229
H -1.47081 3.76236 0.57641
H -0.82272 5.24209 -1.70396
H -0.94340 5.28204 -4.14326
H -1.82954 3.36074 -5.46500
H -2.80783 1.48010 -4.09842
H -1.75565 1.62905 4.22390
H -1.82506 0.61421 6.52407
H -0.75207 -1.62816 6.78862
H -0.15364 -2.95508 4.79221
Se -3.71532 -0.94919 -2.03645
C -3.37415 -1.75444 -3.78874
C -3.69090 -1.22003 -5.04500
C -3.66753 -2.08494 -6.12532
C -3.28873 -3.39547 -6.05617
C -2.86826 -3.90752 -4.82402
C -2.92408 -3.09058 -3.72363
H -3.88760 -0.15542 -5.12727
H -3.97476 -1.67549 -7.11452
H -3.29528 -3.99972 -6.95219
H -2.38011 -4.89153 -4.76748
H -2.56258 -3.48167 -2.77628
C 2.19663 2.17049 5.37367
N 3.12983 1.10721 5.07879
C 3.94701 0.41074 6.00005
C 4.83839 -0.32109 5.26938
N 4.59988 -0.13081 3.92082
C 5.18979 -0.75213 2.78099
C 3.57488 0.78911 3.83341
Se 3.15017 1.75843 2.31640
H 1.13316 1.89698 5.39618
H 2.32580 2.93923 4.59855
H 2.41243 2.62595 6.34892
H 3.76130 0.48710 7.06143
H 5.56718 -1.04020 5.61287
H 5.38693 0.05345 2.03610
H 4.56789 -1.53775 2.31588
H 6.13421 -1.25660 2.96104
C 1.96807 -1.28609 -1.72271
C 1.08185 -0.39010 -2.55656
C 1.81589 0.93354 -2.84111
C 0.71100 -1.10406 -3.83609
O -0.09598 -0.09520 -1.87307
H 2.85523 -1.57152 -2.31626
H 1.51256 -2.20817 -1.36856
H 2.36004 -0.75499 -0.84188
H 2.74773 0.61769 -3.25701
H 1.87096 1.39585 -1.84443
H 1.20151 1.61838 -3.46541
H 1.58969 -1.56620 -4.30435
H 0.19354 -0.43077 -4.51997
H -0.00215 -1.92253 -3.61876
*
```

Summary:
- Relative energy (zero: lowest compared OMol25 entry of this formula, charge and spin): 27.53 kcal per mole
- Expectation value of S²: 2.025
- Total energy: -196895.2971 eV
- Largest force on an atom: 3.034 eV/A

Löwdin charges in e: 0.681 0.121 -0.104 0.041 -0.278 0.098 -0.184 -0.054 -0.247 -0.029 -0.060 -0.058 -0.123 -0.047 -0.064 -0.023 -0.083 -0.088 -0.032 -0.168 0.156 0.150 0.107 0.111 0.080 0.105 0.086 0.108 0.119 0.107 0.106 0.582 -0.617 -0.126 -0.125 -0.114 -0.102 -0.186 0.086 0.113 0.096 0.106 0.079 -0.062 -0.131 -0.036 -0.059 -0.139 -0.077 -0.741 0.560 0.081 0.038 0.094 0.115 0.118 0.062 0.098 0.086 -0.044 -0.718 -0.011 -0.031 -0.300 0.089 0.077 0.084 0.075 0.092 0.093 0.088 0.087 0.088

=====

No. 4
The molecule C4H4N4 at a distorted geometry, computed with ωB97M-V/def2-TZVPD.

The geometry in ORCA input format:
```
! RIJCOSX wB97M-V def2-TZVPD def2/J DEFGRID3
* xyz 0 1
C 0.61075 -1.68267 0.93925
C 0.83247 -1.48951 -0.38159
N 0.31901 -0.15975 -0.66497
C -0.09730 0.76231 -1.59444
N -0.69429 1.77359 -0.97893
N -0.79551 1.40819 0.40047
C -0.18678 0.34805 0.56073
N -0.10871 -0.60733 1.60055
H 0.95113 -2.56721 1.50009
H 1.65709 -2.17217 -0.95934
H -0.11985 0.65167 -2.76975
H -0.48674 -0.44431 2.58547
*
```

Summary:
- Relative energy (zero: lowest compared OMol25 entry of this formula, charge and spin): 49.62 kcal per mole
- Structure (SMILES): c1cn2cnnc2[nH]1
- Total energy: -10170.6860 eV
- Largest force on an atom: 4.737 eV/A

Löwdin charges in e: -0.120 -0.062 0.001 -0.177 0.016 0.051 -0.423 0.103 0.111 0.163 0.154 0.184